This record from the Open Molecules 2025 dataset describes a cluster of 7 separate species, C35H60N8O in total at a distorted geometry. The level of theory is ωB97M-V with the def2-TZVPD basis set.

The value obtained for the orbital gap is 10.3660 eV. The SMILES is CCOCCCCC[C@H](C#N)CC#N.CCCC#N.CCCC#N.CCCC#N.CCCC#N.CCCC#N.CCCC#N. The total energy comes out at -51234.6812 eV.

```
! RIJCOSX wB97M-V def2-TZVPD def2/J DEFGRID3
* xyz 0 1
C 2.815 1.226 5.015
C 2.346 0.968 3.574
O 2.400 -0.401 3.219
C 1.127 -1.021 3.170
C 0.487 -1.225 4.539
C -0.943 -1.783 4.422
C -1.917 -1.288 5.500
C -2.152 0.220 5.596
C -3.041 0.843 4.502
C -4.364 0.195 4.504
N -5.450 -0.122 4.288
C -2.426 0.832 3.074
C -2.689 2.132 2.449
N -2.955 3.132 1.949
H 3.883 1.420 5.076
H 2.303 2.097 5.429
H 2.562 0.375 5.641
H 2.998 1.534 2.908
H 1.318 1.329 3.472
H 0.453 -0.441 2.522
H 1.282 -1.979 2.675
H 0.492 -0.302 5.118
H 1.121 -1.934 5.072
H -1.347 -1.648 3.417
H -0.872 -2.863 4.555
H -2.865 -1.812 5.357
H -1.550 -1.610 6.476
H -1.225 0.796 5.613
H -2.630 0.423 6.555
H -3.177 1.887 4.776
H -2.825 0.035 2.452
H -1.355 0.676 3.171
C -6.798 -2.908 7.143
C -7.445 -2.433 8.437
C -7.095 -0.976 8.761
C -5.644 -0.808 8.917
N -4.512 -0.674 9.033
H -5.710 -2.883 7.212
H -7.087 -3.935 6.920
H -7.101 -2.281 6.302
H -7.130 -3.080 9.258
H -8.530 -2.524 8.358
H -7.582 -0.663 9.685
H -7.434 -0.316 7.961
C 2.054 -2.803 -0.933
C 0.938 -2.323 -1.855
C -0.244 -1.719 -1.094
C -0.840 -2.708 -0.187
N -1.281 -3.467 0.549
H 1.714 -3.608 -0.276
H 2.887 -3.188 -1.516
H 2.424 -1.991 -0.314
H 0.593 -3.159 -2.469
H 1.334 -1.565 -2.537
H -1.007 -1.374 -1.787
H 0.085 -0.861 -0.505
C 3.270 1.676 -3.072
C 2.819 1.606 -1.619
C 3.915 1.081 -0.684
C 4.318 -0.274 -1.085
N 4.613 -1.339 -1.386
H 3.520 0.690 -3.453
H 2.473 2.071 -3.696
H 4.146 2.323 -3.183
H 1.940 0.961 -1.553
H 2.512 2.598 -1.282
H 3.552 1.047 0.345
H 4.793 1.727 -0.710
C 4.227 -2.915 -5.690
C 2.825 -3.283 -5.222
C 1.740 -2.434 -5.896
C 1.938 -1.013 -5.588
N 2.087 0.095 -5.337
H 4.474 -1.884 -5.434
H 4.970 -3.555 -5.215
H 4.323 -3.030 -6.771
H 2.764 -3.165 -4.137
H 2.633 -4.336 -5.439
H 0.750 -2.730 -5.547
H 1.769 -2.563 -6.978
C 3.877 2.942 -10.098
C 3.439 2.899 -8.638
C 4.538 2.394 -7.698
C 4.933 1.026 -8.065
N 5.240 -0.038 -8.360
H 4.125 1.946 -10.469
H 3.077 3.334 -10.726
H 4.752 3.582 -10.227
H 2.559 2.259 -8.545
H 3.141 3.901 -8.323
H 4.180 2.395 -6.668
H 5.415 3.040 -7.754
C -2.464 4.431 -1.912
C -3.382 3.514 -2.710
C -3.354 2.071 -2.198
C -2.000 1.513 -2.294
N -0.941 1.081 -2.356
H -1.420 4.124 -1.997
H -2.533 5.455 -2.279
H -2.737 4.430 -0.855
H -3.093 3.539 -3.762
H -4.407 3.886 -2.652
H -4.030 1.444 -2.780
H -3.671 2.032 -1.155
*
```